Version w
ORCA calculation (ωB97M-V/def2-TZVPD) on 7 unconnected molecules or ions with the total composition C24H68N6O7.

The SMILES is COC[C@H](C)N.COC[C@H](C)N.COC[C@H](C)N.COC[C@H](C)N.COC[C@H](C)N.COC[C@H](C)N.O. The HOMO energy comes out at -8.33 eV. The gap between HOMO and LUMO comes out at 8.82 eV. The net charge is 0.

Cartesian coordinates (Å):
O 1.5996 10.0800 19.3775
H 0.6726 10.0108 19.6057
H 2.0324 9.4311 19.9323
C 3.0878 8.9619 22.3797
C 4.2027 8.8529 21.4304
C 5.4862 8.4949 22.1399
O 6.0957 9.5734 22.8386
C 7.0601 9.1117 23.7423
N 3.8593 8.0145 20.3170
H 2.8699 8.0222 22.8872
H 2.1733 9.2700 21.8729
H 3.3610 9.6502 23.1795
H 4.3500 9.8354 20.9820
H 6.3093 8.2112 21.4840
H 5.2845 7.6746 22.8287
H 6.6514 8.3249 24.3763
H 7.6502 9.8359 24.3040
H 7.9140 8.6921 23.2105
H 4.6218 8.1729 19.6740
H 3.9919 7.0418 20.5548
C 6.0633 12.4781 20.3498
C 5.8489 12.9709 21.8145
C 4.4015 12.6892 22.2758
O 3.5737 13.2298 21.2081
C 2.1780 13.0996 21.4742
N 6.7638 12.3703 22.7359
H 7.1172 12.5364 20.0779
H 5.5673 13.1370 19.6371
H 5.9486 11.3946 20.3815
H 6.0938 14.0331 21.8133
H 4.1081 13.2093 23.1877
H 4.2303 11.6178 22.3800
H 1.5043 13.4080 20.6748
H 1.8383 13.6021 22.3798
H 1.8719 12.0540 21.5067
H 6.6014 12.6650 23.6883
H 6.5272 11.3936 22.8368
C -2.3544 9.0902 18.6658
C -2.2070 10.0238 19.7987
C -3.4033 9.9147 20.7520
O -4.6295 10.3193 20.2662
C -5.7064 10.2744 21.2400
N -0.9215 9.7346 20.3700
H -2.5050 8.0688 19.0152
H -1.5248 9.0943 17.9588
H -3.2310 9.3326 18.0650
H -2.1075 11.0689 19.5058
H -3.2261 10.6088 21.5735
H -3.4688 8.8567 21.0060
H -5.3978 10.8690 22.0999
H -5.9905 9.2556 21.5034
H -6.6098 10.6468 20.7569
H -1.0179 8.7792 20.6831
H -0.8044 10.2967 21.2010
C 2.6299 4.8569 18.4194
C 1.8678 5.2610 19.6668
C 2.5172 4.8348 21.0064
O 3.9241 5.2567 21.0957
C 4.3186 5.2083 22.4713
N 1.4690 6.6590 19.6951
H 3.5554 5.4225 18.3116
H 2.0666 4.8858 17.4867
H 2.9291 3.8189 18.5649
H 0.9139 4.7443 19.5606
H 2.4426 3.7546 21.1321
H 1.8913 5.1498 21.8413
H 4.4981 4.1488 22.6539
H 3.6712 5.7659 23.1480
H 5.3197 5.6388 22.4923
H 2.2438 7.2501 19.9600
H 1.3436 6.9811 18.7461
C 3.0308 6.9846 15.3398
C 1.9236 7.8961 15.8480
C 0.4787 7.3226 15.6410
O 0.1874 7.0505 14.2478
C 0.1338 8.2594 13.4340
N 2.2444 8.2046 17.2013
H 2.9660 6.8322 14.2625
H 3.0330 5.9937 15.7939
H 4.0244 7.4147 15.4667
H 2.0368 8.8248 15.2887
H -0.2430 8.0452 16.0221
H 0.2423 6.4020 16.1747
H -0.5475 8.1466 12.5906
H 1.0663 8.7347 13.1294
H -0.4447 8.9972 13.9898
H 1.8003 9.0710 17.4698
H 3.2396 8.3579 17.2802
C 2.7714 14.4475 17.1744
C 1.9939 13.3403 17.8146
C 1.0906 12.5688 16.7281
O 0.4137 13.4711 15.7762
C -0.5168 12.7784 14.8794
N 2.8972 12.4578 18.4351
H 3.4362 14.0023 16.4342
H 3.2847 14.9115 18.0166
H 2.1142 15.1757 16.6992
H 1.3419 13.8023 18.5558
H 0.4212 11.8243 17.1591
H 1.7899 11.9690 16.1454
H -1.4394 12.5228 15.4006
H -0.0824 11.9380 14.3379
H -0.9445 13.4944 14.1776
H 3.3483 12.8690 19.2398
H 2.3840 11.6956 18.8543

Mulliken population analysis, charges in e, atoms 1 to 99: 0.100, 0.009, -0.184, -1.637, 0.624, -0.845, -0.462, -0.992, -0.117, 0.223, 0.036, 0.550, 0.078, 0.465, 0.186, 0.345, 0.361, 0.371, 0.269, 0.335, -1.122, 0.195, 0.191, -0.281, -0.789, -0.766, 0.449, 0.325, -0.047, 0.481, 0.501, -0.418, 0.181, 0.435, 0.174, 0.322, 0.469, -1.462, 0.195, -0.826, -0.342, -0.711, -0.476, 0.436, 0.135, 0.431, 0.326, 0.442, 0.304, 0.304, 0.299, 0.248, 0.248, 0.253, -1.303, 0.307, -1.053, -0.473, -0.922, -0.394, 0.181, 0.291, 0.540, 0.382, 0.583, 0.420, 0.380, 0.362, 0.278, 0.203, 0.247, -1.583, 0.753, -0.516, -0.469, -0.682, 0.098, 0.405, 0.132, 0.497, 0.121, 0.347, 0.191, 0.373, 0.267, 0.188, -0.243, 0.122, -1.760, 1.148, -0.595, -0.397, -0.692, -0.419, 0.333, 0.476, 0.376, -0.002, 0.252

=====

Version x
ORCA calculation (ωB97M-V/def2-TZVPD) on 7 unconnected molecules or ions with the total composition C24H68N6O7.

The SMILES is COC[C@H](C)N.COC[C@H](C)N.COC[C@H](C)N.COC[C@H](C)N.COC[C@H](C)N.COC[C@H](C)N.O. The HOMO energy comes out at -8.32 eV. The gap between HOMO and LUMO comes out at 8.77 eV. The net charge is 0.

Cartesian coordinates (Å):
O 0.4028 -0.4416 1.1901
H 0.9222 0.3541 1.0747
H 0.3148 -0.5354 2.1386
C 1.3271 -5.8252 -0.3982
C 1.5033 -4.2589 -0.4066
C 1.1509 -3.6931 -1.7711
O 2.1345 -4.0791 -2.7575
C 1.8060 -3.5728 -4.0178
N 0.6909 -3.6936 0.6878
H 0.3665 -6.2218 -0.0698
H 1.9977 -6.2244 0.3627
H 1.6389 -6.1823 -1.3797
H 2.5577 -4.0650 -0.2098
H 1.0194 -2.6112 -1.7932
H 0.2325 -4.1598 -2.1270
H 2.1473 -2.5606 -4.2348
H 0.7372 -3.6122 -4.2281
H 2.3020 -4.2939 -4.6675
H -0.2790 -3.8036 0.4282
H 0.7262 -2.6846 0.6613
C -2.3990 -1.4109 -2.2486
C -2.2650 0.0339 -1.6595
C -1.7426 1.0847 -2.5834
O -2.5898 1.2981 -3.7189
C -2.1743 2.2955 -4.7383
N -3.6640 0.3615 -1.2680
H -1.3593 -1.6938 -2.4130
H -2.9417 -1.4390 -3.1934
H -2.7968 -2.1252 -1.5277
H -1.6139 -0.0919 -0.7944
H -0.7158 0.8447 -2.8590
H -1.5500 2.0334 -2.0824
H -2.6687 1.9956 -5.6622
H -1.0911 2.3198 -4.8580
H -2.5974 3.2927 -4.6173
H -3.7070 1.0556 -0.5355
H -4.0827 0.8393 -2.0532
C 2.6208 -0.8296 3.6675
C 1.6486 -0.1920 4.6036
C 1.9963 1.2677 4.9857
O 0.9989 1.7683 5.8952
C 1.0913 3.1365 6.0364
N 0.3458 -0.1919 4.0606
H 2.2217 -1.8191 3.4446
H 3.5942 -0.9345 4.1467
H 2.7710 -0.4024 2.6761
H 1.5942 -0.7911 5.5126
H 1.9254 1.8605 4.0738
H 3.0087 1.3922 5.3699
H 2.0539 3.5219 6.3724
H 0.4355 3.4434 6.8512
H 0.9095 3.6760 5.1069
H -0.1314 -0.9832 4.4684
H 0.0384 0.5476 4.6760
C -4.0421 0.0523 2.7672
C -4.5082 -1.2027 1.9470
C -5.8273 -1.0204 1.1391
O -6.9529 -0.7964 1.9941
C -8.1313 -0.6921 1.1548
N -3.3740 -1.4101 1.0604
H -3.1015 -0.0498 3.3084
H -4.8870 0.2984 3.4105
H -3.9690 0.8839 2.0662
H -4.6221 -2.1433 2.4857
H -5.9733 -1.9148 0.5334
H -5.7795 -0.2502 0.3693
H -9.0073 -0.4327 1.7493
H -8.2010 -1.6224 0.5910
H -7.9836 0.1633 0.4957
H -3.3893 -0.7561 0.2908
H -2.5009 -1.2625 1.5461
C -0.1107 3.0653 1.7415
C 0.9852 2.6768 0.7208
C 1.6506 3.9621 0.1381
O 2.4746 3.6877 -0.9599
C 3.2649 4.7480 -1.4453
N 1.9723 1.8708 1.4224
H -0.8060 3.7853 1.3099
H 0.3131 3.6479 2.5596
H -0.7395 2.2258 2.0380
H 0.5510 2.1065 -0.1004
H 2.0367 4.5735 0.9538
H 0.8145 4.5840 -0.1817
H 3.9140 4.2903 -2.1919
H 3.8945 5.2342 -0.7001
H 2.6955 5.4943 -1.9994
H 2.6959 1.7830 0.7233
H 2.3675 2.4530 2.1470
C 4.3870 0.6471 -1.2912
C 3.1878 -0.3120 -1.6324
C 2.3725 0.2212 -2.8033
O 3.1991 0.4569 -3.9328
C 2.5678 0.2771 -5.1951
N 3.7544 -1.6180 -1.8290
H 4.9858 0.2988 -0.4496
H 3.8069 1.5020 -0.9440
H 5.0937 0.8589 -2.0935
H 2.4381 -0.3664 -0.8430
H 1.8391 1.1496 -2.5993
H 1.5904 -0.4870 -3.0770
H 2.2394 -0.7247 -5.4719
H 3.3481 0.4999 -5.9228
H 1.6850 0.8758 -5.4192
H 3.8728 -2.1060 -0.9527
H 3.0460 -2.2055 -2.2452

Mulliken population analysis, charges in e, atoms 1 to 99: 0.394, -0.124, 0.044, -1.392, 0.390, -0.342, -0.501, -0.630, -0.650, 0.337, 0.353, 0.334, 0.208, -0.039, 0.701, 0.176, 0.336, 0.361, 0.305, 0.100, -1.143, 1.279, 0.003, -0.430, -0.711, -0.636, 0.016, 0.278, 0.338, -0.558, -0.178, 0.416, 0.278, 0.212, 0.293, 0.155, 0.347, -1.520, 0.533, -0.190, -0.418, -0.681, -0.561, 0.390, 0.481, 0.022, 0.427, -0.382, 0.505, 0.328, 0.290, 0.183, 0.227, 0.306, -1.194, 0.141, -0.557, -0.373, -0.702, -0.478, 0.333, 0.417, 0.223, 0.282, 0.420, 0.244, 0.268, 0.287, 0.300, 0.277, 0.217, -1.796, 1.379, -1.152, -0.131, -0.950, -0.549, 0.551, 0.299, 0.190, -0.308, 0.426, 0.418, 0.243, 0.381, 0.334, -0.163, 0.427, -0.882, 1.386, -0.731, -0.451, -0.677, -0.664, 0.375, -0.011, 0.256, -0.201, 0.419

=====

The data favor version x; the next most stable structure lies 6.0 kJ/mol above it.

=====

Version w
ORCA calculation (ωB97M-V/def2-TZVPD) on 2 unconnected molecules or ions with the total composition C5H10O3.

The SMILES is C=C(O)OO.C=CC. The HOMO energy comes out at -9.04 eV. The gap between HOMO and LUMO comes out at 9.54 eV. The net charge is 0.

Cartesian coordinates (Å):
C 2.0557 -1.0942 -0.9439
C 1.0039 -1.2979 0.0936
C 0.6108 -2.4926 0.5450
H 0.5170 -0.3715 0.4906
H 2.7742 -1.9195 -0.9595
H 1.5990 -1.0068 -1.9341
H 2.6112 -0.1747 -0.7363
H -0.2028 -2.5803 1.2581
H 0.9942 -3.4154 0.1210
C -1.2446 1.5042 0.3639
C -1.7676 1.6881 1.5808
O -1.5962 0.3259 -0.3634
O -1.4697 0.5896 -1.7923
O -0.6169 2.5268 -0.3123
H -0.5353 0.8647 -1.7829
H -0.7630 3.3517 0.1788
H -1.6628 2.6185 2.1242
H -2.3071 0.8834 2.0689

Just the Mulliken charges please, in e? Sure, here they are: -1.152, 0.446, -0.817, 0.101, 0.399, 0.237, 0.294, 0.275, 0.250, 0.718, -0.882, -0.175, -0.308, -0.511, 0.331, 0.311, 0.229, 0.254

=====

Version x
ORCA calculation (ωB97M-V/def2-TZVPD) on 2 unconnected molecules or ions with the total composition C5H10O3.

The HOMO energy comes out at -8.81 eV. The gap between HOMO and LUMO comes out at 9.00 eV. The net charge is 0.

Cartesian coordinates (Å):
C 0.7329 -0.1250 -0.3279
C -2.0122 -0.0902 0.7271
C -0.2660 0.3170 -1.3088
C 1.1101 0.7486 0.8131
C 1.4749 -1.3920 -0.5469
O -1.1845 -0.9828 0.8170
O -1.2205 1.1285 -0.9748
O -2.0231 0.9240 1.6236
H -2.5593 1.6453 1.2680
H -2.9039 -0.1663 0.0966
H -0.4807 -0.4753 -2.0534
H 0.7656 0.8131 -1.7231
H 2.1577 1.0501 0.7066
H 1.0075 -2.1377 0.1036
H 0.4648 1.6207 0.8718
H 1.0333 0.1848 1.7429
H 1.3780 -1.7488 -1.5735
H 2.5253 -1.3141 -0.2619

Just the Mulliken charges please, in e? Sure, here they are: 0.933, 0.224, -0.147, -1.372, -1.270, -0.561, -0.692, -0.430, 0.343, 0.360, 0.306, 0.168, 0.455, 0.305, 0.354, 0.310, 0.371, 0.341

=====

Version y
ORCA calculation (ωB97M-V/def2-TZVPD) on 2 unconnected molecules or ions with the total composition C5H10O3.

The HOMO energy (alpha / beta) comes out at -8.44 / -8.37 eV. The gap between HOMO and LUMO (alpha / beta) comes out at 5.75 / 5.38 eV. The net charge is 0.

Cartesian coordinates (Å):
C -0.9144 0.3445 -0.2086
C 0.0290 0.2693 -1.1791
C -1.7714 1.5619 -0.0717
C -1.0909 -0.7068 0.8390
C 0.9951 -0.7998 -1.3252
O 2.1868 -0.8129 1.5619
O 2.9529 -0.0692 2.3940
O 2.8283 -0.3900 0.4136
H 0.0911 1.0795 -1.8936
H -0.3111 -0.6095 1.6010
H -1.5606 2.0589 0.8789
H -1.6094 2.2730 -0.8790
H -2.8277 1.2848 -0.0529
H -1.0402 -1.7177 0.4355
H -2.0320 -0.5843 1.3762
H 1.4721 -0.8572 -2.3003
H 1.9304 -0.5381 -0.5893
H 0.6718 -1.7861 -1.0004

Just the Mulliken charges please, in e? Sure, here they are: 1.149, -0.216, -1.360, -1.327, -1.041, 0.267, -0.255, -0.325, 0.281, 0.220, 0.303, 0.354, 0.336, 0.364, 0.370, 0.382, 0.229, 0.272

=====

The data favor version x; the next most stable structure lies 217.3 kJ/mol above it.

=====

Version w
ORCA calculation (ωB97M-V/def2-TZVPD) on 4 unconnected molecules or ions with the total composition CH9NO3.

The SMILES is C=N.O.O.O. The HOMO energy comes out at -9.94 eV. The gap between HOMO and LUMO comes out at 10.63 eV. The net charge is 0.

Cartesian coordinates (Å):
C -1.9461 -0.7286 1.8551
N -2.6778 0.2841 2.1024
H -1.6874 -0.8315 0.7785
H -2.2267 -1.6645 2.2910
H -3.4760 -0.0180 2.7382
H 2.2206 -4.7559 -0.9197
H 2.5894 -5.2482 0.4321
O 3.0073 -4.9267 -0.4512
H 2.5759 1.6668 0.2869
H 2.1729 1.6427 -1.1366
O 1.9817 1.2383 -0.2963
H -0.7867 3.6605 -2.3325
H -1.2790 5.1046 -2.8328
O -0.4682 4.5763 -2.5150

Just the Mulliken charges please, in e? Sure, here they are: -0.225, -0.442, 0.198, 0.229, 0.240, 0.309, 0.328, -0.637, 0.311, 0.316, -0.627, 0.327, 0.329, -0.656

=====

Version x
ORCA calculation (ωB97M-V/def2-TZVPD) on 4 unconnected molecules or ions with the total composition CH9NO3.

The SMILES is C=N.O.O.O. The HOMO energy comes out at -9.79 eV. The gap between HOMO and LUMO comes out at 10.35 eV. The net charge is 0.

Cartesian coordinates (Å):
C 3.1135 1.1102 -0.1720
N 2.0687 0.5865 -0.7787
H 4.0776 0.5309 -0.3233
H 3.0690 2.1536 0.2022
H 1.6372 1.4339 -1.2900
H -2.5556 0.2399 0.8158
H -2.2679 0.7373 2.3360
O -1.8390 0.6559 1.4676
H 0.3487 -0.7623 0.3633
H -0.4732 -2.2023 0.4961
O -0.1139 -1.5390 -0.0703
H -1.7905 -1.2565 -0.5307
H -2.6403 -0.6968 -1.6976
O -2.6344 -0.9913 -0.8182

Just the Mulliken charges please, in e? Sure, here they are: -0.242, -0.459, 0.226, 0.263, 0.218, 0.373, 0.310, -0.669, 0.350, 0.323, -0.727, 0.421, 0.301, -0.689

=====

The data favor version x; the next most stable structure lies 19.3 kJ/mol above it.